DFT (the ωB97M-V functional and the def2-TZVPD basis) results for a single C11H12 molecule at a distorted geometry.

Results
Relative energy (zero: lowest compared OMol25 entry of this formula, charge and spin): 57.4 kcal per mole
E_HOMO: -7.2445 eV
LUMO level: -0.108 eV
Energy: -11597.4939 eV
Orbital gap: 7.14 eV

The geometry in XYZ format:
```
23
C11H12 (the ωB97M-V functional and the def2-TZVPD basis)
C 2.193 2.117 -0.257
C 2.165 0.783 -0.011
C 0.960 2.795 -0.490
C 0.905 -0.066 -0.171
C -0.200 2.154 -0.626
C -0.366 0.741 -0.405
C -1.643 0.380 -0.712
C 1.051 -1.429 -0.095
C -2.853 -0.132 -0.464
C 2.319 -2.168 0.325
C -3.222 -0.343 1.074
H 3.186 2.698 -0.142
H 3.024 0.157 0.287
H 0.975 3.889 -0.621
H 0.076 -2.032 -0.454
H -1.096 2.743 -0.981
H -3.546 -0.318 -1.234
H 2.732 -2.594 -0.542
H 2.180 -2.927 1.089
H 3.001 -1.441 0.769
H -3.978 -1.067 1.235
H -3.431 0.611 1.570
H -2.358 -0.636 1.558
```

=====

DFT (the ωB97M-V functional and the def2-TZVPD basis) results for C2H7O2 as an isolated structure at a distorted geometry.

Results
Relative energy (zero: lowest compared OMol25 entry of this formula, charge and spin): 38.6 kcal per mole
E_HOMO (spin up / spin down): -7.6789 / -10.4827 eV
Multiplicity: 2
LUMO level (spin up / spin down): 0.648 / 0.380 eV
Energy: -6278.8278 eV
<S²>: 0.753
Orbital gap (spin up / spin down): 8.33 / 10.86 eV

The geometry in XYZ format:
```
11
C2H7O2 (the ωB97M-V functional and the def2-TZVPD basis)
O 0.436 -0.055 4.329
H 0.964 0.495 3.725
H -0.580 -0.071 4.011
C -1.561 -0.863 4.113
C -2.422 -0.772 5.340
O -2.096 -0.211 3.034
H -1.190 -1.872 3.843
H -1.851 -0.940 6.246
H -2.841 0.249 5.544
H -3.137 -1.645 5.223
H -1.933 -0.805 2.252
```

=====

DFT (the ωB97M-V functional and the def2-TZVPD basis) results for C24H49BaF3N8O30P2 as an isolated structure at a distorted geometry.

Results
E_HOMO: -8.4159 eV
LUMO level: -2.635 eV
Energy: -126432.8886 eV
Orbital gap: 5.78 eV

The geometry in XYZ format:
```
117
C24H49BaF3N8O30P2 (the ωB97M-V functional and the def2-TZVPD basis)
Ba -4.036 3.553 2.939
C -2.323 0.227 -0.133
C -1.464 -0.837 0.037
C -0.707 -0.947 1.357
O 0.237 -1.819 1.560
C -0.900 -0.141 2.429
C -1.783 1.016 2.264
C -2.576 1.174 0.895
O -3.421 2.098 0.757
O -1.979 1.922 3.128
O -1.517 -1.685 -0.951
H -3.026 0.290 -0.951
H -0.378 -0.192 3.373
C -4.698 -1.882 -2.496
N -5.714 -2.890 -1.922
O -6.771 -2.431 -1.464
O -5.484 -4.064 -1.946
H -4.282 -1.325 -1.656
H -5.166 -1.176 -3.182
H -3.985 -2.512 -3.028
C 2.972 -2.871 3.065
N 3.156 -2.140 4.302
O 3.310 -2.785 5.335
O 3.166 -0.904 4.269
H 3.457 -2.232 2.327
H 1.900 -3.043 2.968
H 3.548 -3.768 3.291
C -6.107 0.920 -0.690
N -7.577 1.100 -0.747
O -8.257 0.496 0.113
O -7.997 1.741 -1.685
H -5.688 1.624 0.028
H -5.660 1.110 -1.666
H -5.941 -0.116 -0.397
C -0.047 -4.806 0.098
N 0.035 -5.657 -1.157
O 1.126 -6.077 -1.507
O -1.073 -5.922 -1.735
H -0.050 -5.420 0.999
H -1.007 -4.293 0.035
H 0.815 -4.140 0.077
C -2.287 2.334 -3.121
N -3.610 2.263 -3.822
O -4.375 1.287 -3.630
O -3.886 3.177 -4.572
H -2.497 2.259 -2.054
H -1.747 3.247 -3.374
H -1.619 1.499 -3.333
C 3.012 0.763 2.002
N 3.071 1.842 0.920
O 2.610 2.950 1.193
O 3.588 1.588 -0.160
H 2.556 -0.209 1.815
H 2.416 1.254 2.771
H 4.027 0.667 2.388
C 0.033 1.980 5.344
N 0.744 2.397 6.576
O 1.156 1.544 7.336
O 0.860 3.592 6.729
H 0.834 1.832 4.620
H -0.707 2.759 5.163
H -0.453 1.025 5.549
C -2.177 -3.283 3.976
N -0.762 -3.262 4.482
O -0.423 -2.377 5.287
O -0.006 -4.221 4.121
H -2.053 -3.101 2.908
H -2.848 -2.584 4.475
H -2.508 -4.307 4.151
C -0.176 3.609 -0.391
O 0.395 4.474 0.571
P -0.484 5.477 1.502
O -1.708 4.900 2.021
O 0.646 5.967 2.572
C 1.185 5.056 3.501
O -0.639 6.724 0.498
C 0.495 7.487 0.143
H 0.236 2.626 -0.164
H 0.159 3.860 -1.398
H -1.260 3.518 -0.469
H 0.893 4.022 3.317
H 0.985 5.396 4.517
H 2.254 5.038 3.290
H 0.450 8.416 0.711
H 0.262 7.682 -0.904
H 1.453 6.968 0.167
C 3.657 -2.112 -0.561
O 4.890 -1.431 -0.253
P 5.886 -0.984 -1.488
O 5.355 -0.226 -2.681
O 7.056 -0.181 -0.659
C 7.015 1.235 -0.569
O 6.667 -2.361 -1.839
C 7.280 -3.188 -0.897
H 3.481 -2.097 -1.637
H 2.798 -1.748 0.002
H 3.852 -3.130 -0.222
H 6.769 1.425 0.476
H 6.260 1.757 -1.156
H 7.965 1.708 -0.816
H 7.226 -2.822 0.129
H 8.325 -3.375 -1.146
H 6.739 -4.132 -0.837
C -1.543 -3.828 -4.810
C -1.113 -2.372 -4.481
O -1.326 -1.457 -5.558
C -0.348 -1.239 -6.454
O 0.754 -1.754 -6.410
C -0.708 -0.249 -7.563
F -0.075 0.914 -7.316
F -0.265 -0.666 -8.746
F -2.038 -0.064 -7.661
H -1.683 -4.365 -3.872
H -0.859 -4.330 -5.494
H -2.501 -3.894 -5.326
H -0.085 -2.361 -4.120
H -1.633 -2.009 -3.594
```

=====

DFT (the ωB97M-V functional and the def2-TZVPD basis) results for a single C2H3NO2S molecule at a distorted geometry.

Results
Relative energy (zero: lowest compared OMol25 entry of this formula, charge and spin): 176.7 kcal per mole
E_HOMO: -8.8280 eV
LUMO level: -1.082 eV
Energy: -18535.7910 eV
Orbital gap: 7.75 eV

The geometry in XYZ format:
```
9
C2H3NO2S (the ωB97M-V functional and the def2-TZVPD basis)
C 0.266 -0.486 -1.689
C -0.519 0.532 0.438
N -1.624 0.967 -0.149
O -2.812 0.579 -0.030
O -1.385 1.692 -1.314
S -0.327 0.647 -2.544
H 0.387 -1.155 -0.847
H -0.678 -0.116 1.379
H 0.423 1.100 0.312
```

=====

DFT (the ωB97M-V functional and the def2-TZVPD basis) results for a 2-piece molecular cluster, C2H9NS overall at a distorted geometry.

Results
Relative energy (zero: lowest compared OMol25 entry of this formula, charge and spin): 14.9 kcal per mole
E_HOMO: -8.3368 eV
LUMO level: 1.075 eV
Energy: -14544.6462 eV
Orbital gap: 9.41 eV

The geometry in XYZ format:
```
13
C2H9NS (the ωB97M-V functional and the def2-TZVPD basis)
N 2.071 1.579 -3.070
H 2.708 1.434 -2.271
H 2.162 2.573 -3.252
H 2.617 1.050 -3.756
C -1.371 -1.455 0.202
S -0.394 -0.029 0.732
C -0.694 0.098 2.528
H -2.136 -1.029 -0.481
H -0.792 -2.245 -0.281
H -2.004 -1.949 0.939
H 0.248 0.490 2.995
H -0.723 -0.937 2.886
H -1.690 0.420 2.830
```

=====

DFT (the ωB97M-V functional and the def2-TZVPD basis) results for an isolated ion of composition C6H11BNO3 and charge +1 at a distorted geometry.

Results
Relative energy (zero: lowest compared OMol25 entry of this formula, charge and spin): 68.6 kcal per mole
E_HOMO: -12.3823 eV
LUMO level: -3.515 eV
Total charge: +1
Energy: -14701.7231 eV
Orbital gap: 8.87 eV

The geometry in XYZ format:
```
22
C6H11BNO3 (the ωB97M-V functional and the def2-TZVPD basis)
B -1.597 0.660 -0.146
C 1.734 1.556 0.206
C 2.310 0.277 0.439
C 0.674 1.765 -0.632
C 1.685 -0.872 0.080
C -0.300 0.781 -1.040
C 0.291 -0.981 0.166
N -0.414 -2.165 -0.215
O -2.397 -0.509 -0.239
O -1.920 1.597 0.724
O -0.370 -0.550 1.365
H 2.339 2.456 0.409
H 3.337 0.378 0.516
H 0.612 2.545 -1.356
H 2.278 -1.754 -0.461
H -0.414 0.634 -2.073
H -1.268 -1.756 -0.680
H -0.537 -2.797 0.574
H 0.063 -2.734 -0.889
H -3.105 -0.535 0.490
H -2.646 1.608 1.271
H -0.355 0.394 1.491
```